The following is a DFT calculation (ωB97M-V with the def2-TZVPD basis set) of a structure of composition C17H26GaN6O3S3 at a distorted geometry.

Last column: natural (NBO) charge in e.
Cartesian coordinates (Å):
Ga1 0.305 0.574 -0.141  1.28
C1 -1.174 2.798 -1.059  -0.23
C2 0.132 3.467 -0.641  -0.24
N1 0.982 2.358 -0.208  -0.81
C3 1.727 2.627 1.025  -0.22
C4 0.995 2.153 2.279  -0.55
S1 0.343 0.468 2.028  0.30
C5 -1.456 0.801 2.077  -0.52
C6 -1.915 1.861 1.076  -0.26
N2 -1.283 1.614 -0.214  -0.85
H1 -2.037 3.468 -0.987  0.22
H2 -1.092 2.469 -2.101  0.21
H3 0.586 4.019 -1.469  0.22
H4 -0.065 4.172 0.175  0.20
H5 1.913 2.165 -1.084  0.45
H6 2.673 2.073 0.962  0.18
H7 2.013 3.682 1.112  0.23
H8 1.701 2.117 3.116  0.25
H9 0.204 2.851 2.566  0.25
H10 -1.958 -0.149 1.863  0.29
H11 -1.737 1.092 3.095  0.25
H12 -3.006 1.831 0.973  0.25
H13 -1.673 2.857 1.462  0.20
H14 -2.040 0.685 -0.858  0.45
O1 -6.183 -2.115 -0.599  -0.90
S2 -5.124 -2.534 0.300  2.28
O2 -5.422 -3.112 1.597  -0.90
N3 -3.948 -1.403 0.406  -0.72
C7 -2.859 -1.827 -0.165  0.16
S3 -1.525 -0.756 -0.141  -0.27
C8 -2.918 -3.177 -0.757  -0.07
C9 -1.947 -3.905 -1.424  -0.19
C10 -2.286 -5.183 -1.887  -0.20
C11 -3.576 -5.709 -1.678  -0.18
C12 -4.547 -4.965 -1.004  -0.16
C13 -4.175 -3.710 -0.563  -0.32
H15 -0.956 -3.488 -1.579  0.23
H16 -1.540 -5.773 -2.413  0.22
H17 -3.816 -6.704 -2.047  0.23
H18 -5.546 -5.348 -0.831  0.24
C14 5.758 0.698 0.299  -0.42
N4 4.482 0.382 -0.310  -0.38
C15 4.095 1.147 -1.499  -0.31
C16 2.571 1.163 -1.345  0.58
O3 1.798 1.645 -2.161  -0.50
N5 2.222 0.574 -0.141  -0.67
C17 3.334 0.177 0.397  0.69
N6 3.428 -0.420 1.599  -0.77
H19 6.535 0.789 -0.468  0.24
H20 6.071 -0.094 0.987  0.23
H21 5.704 1.642 0.850  0.21
H22 4.382 0.623 -2.414  0.27
H23 4.474 2.173 -1.475  0.25
H24 2.513 -0.679 1.954  0.42
H25 4.061 -1.210 1.607  0.43
H26 0.803 -0.958 -0.141  -0.27

Calculated values
E_tot	-117999.2763	eV
max |F|	8.83	eV/A
net charge	+1